# 1
ORCA calculation (ωB97M-V/def2-TZVPD) on an isolated molecule of C4H7N3.

Calculated values
* highest occupied orbital energy: -9.670 eV
* SMILES: [H]/N=C(\C#N)NCC
* Kohn-Sham gap: 10.2973 eV
* energy relative to the best compared isomer or geometry (same formula, charge and spin): 15.4 kcal per mole
* LUMO energy: 0.6 eV

Structure (XYZ):
```
14
Properties=species:S:1:pos:R:3:nbo_charge:R:1
H -1.53 1.66 2.37 0.354
N -1.18 0.70 2.31 -0.637
C -0.70 0.48 1.15 0.329
C -0.69 1.57 0.17 0.207
N -0.74 2.52 -0.50 -0.282
N -0.26 -0.75 0.76 -0.585
C 0.79 -1.01 -0.23 -0.213
C 0.54 -0.36 -1.58 -0.631
H -0.28 -1.39 1.55 0.405
H 1.77 -0.72 0.16 0.183
H 0.81 -2.10 -0.36 0.206
H 0.54 0.72 -1.54 0.228
H -0.42 -0.69 -2.00 0.215
H 1.34 -0.64 -2.27 0.221
```

# 2
ORCA calculation (ωB97M-V/def2-TZVPD) on a structure of composition C8H5Cl2NO4Se2Te2Ti.

Calculated values
* total charge: -2
* highest occupied orbital energy: -0.276 eV
* Kohn-Sham gap: 4.4913 eV
* energy relative to the best compared isomer or geometry (same formula, charge and spin): 0.0 kcal per mole
* LUMO energy: 4.2 eV

Structure (XYZ):
```
25
Properties=species:S:1:pos:R:3:nbo_charge:R:1
Ti -0.26 -0.06 -0.47 0.864
O -1.80 3.71 -1.29 -0.649
C -1.36 2.69 -0.78 0.761
O -0.67 1.75 -1.31 -0.694
C -1.64 2.42 0.69 0.122
C -2.28 3.24 1.60 -0.220
C -2.37 2.80 2.92 -0.172
C -1.80 1.60 3.31 -0.221
C -1.18 0.84 2.34 0.131
N -1.13 1.25 1.08 -0.436
C -0.40 -0.45 2.53 0.761
O -0.23 -0.90 3.65 -0.669
O 0.06 -0.90 1.42 -0.713
H -2.69 4.18 1.26 0.234
H -2.87 3.42 3.65 0.203
H -1.82 1.25 4.33 0.233
Se 1.86 -0.63 -1.40 -0.446
Te 2.80 -3.12 -4.72 -0.750
Te 1.03 -1.31 -3.77 0.050
Se -1.89 -1.32 -1.21 -0.396
Cl 4.45 -0.64 2.00 -0.044
C 2.85 -0.25 2.66 -0.386
Cl 2.35 1.40 2.22 -0.041
H 2.90 -0.30 3.74 0.212
H 2.12 -0.93 2.25 0.268
```

# 3
ORCA calculation (ωB97M-V/def2-TZVPD) on a cluster of 12 separate species, C5H30O12 in total.

Calculated values
* spin multiplicity: 2
* total charge: +1
* highest occupied orbital energy (spin up / spin down): -14.034 / -14.191 eV
* Kohn-Sham gap (spin up / spin down): 10.2967 / 6.9223 eV
* energy relative to the best compared isomer or geometry (same formula, charge and spin): 22.7 kcal per mole
* LUMO energy (spin up / spin down): -3.7 / -7.3 eV

Structure (XYZ):
```
47
Properties=species:S:1:pos:R:3:lowdin_spin:R:1
C -2.72 0.39 1.57 0.068
C -1.99 0.16 0.33 0.404
C -0.75 -0.43 0.39 0.193
O -0.28 -0.77 1.62 0.146
C 0.09 -0.74 -0.79 0.015
C 1.25 -0.14 -1.03 0.030
H -3.79 0.25 1.32 0.011
H -2.56 -0.30 2.41 0.005
H -2.70 1.49 1.83 0.031
H -2.48 0.26 -0.61 0.011
H 0.67 -1.15 1.40 0.000
H -0.34 -1.60 -1.36 0.005
H 1.63 0.62 -0.32 0.000
H 1.93 -0.32 -1.84 0.001
H 2.20 0.66 2.32 0.000
H 3.74 1.11 1.90 0.000
O 2.78 1.19 1.79 0.000
H 3.93 0.25 -0.64 0.000
H 3.18 -0.95 -0.66 0.000
O 3.91 -0.57 -0.15 0.001
H 2.37 -2.68 1.01 0.000
H 2.89 -1.25 1.49 0.000
O 2.12 -1.81 1.34 0.000
H -1.44 3.69 0.65 0.000
H -0.24 3.84 -0.32 0.000
O -1.20 3.75 -0.27 0.003
H -2.72 -1.98 0.09 0.001
H -2.30 -2.37 -1.35 0.001
O -2.12 -2.55 -0.40 0.059
H 0.04 -0.84 -3.01 0.000
H 0.02 0.35 -4.01 0.000
O 0.20 -0.61 -3.93 0.000
H 0.45 2.48 2.35 0.000
H 1.72 2.83 1.69 0.000
O 0.79 3.15 1.77 0.000
H -0.08 -3.01 0.02 0.000
H -0.05 -3.91 -1.28 0.000
O 0.49 -3.41 -0.65 0.006
H -1.35 2.45 -2.73 0.000
H -0.79 2.07 -1.46 0.001
O -0.92 1.69 -2.33 0.005
H 0.24 0.63 4.39 0.000
H 0.20 0.59 2.78 0.000
O 0.70 0.79 3.58 0.003
H -2.24 -0.50 -2.52 0.000
H -1.89 -1.48 -3.51 0.000
O -2.61 -1.31 -2.89 -0.001
```

# 4
ORCA calculation (ωB97M-V/def2-TZVPD) on an isolated molecule of C19H19Cl2N3O4S.

Calculated values
* highest occupied orbital energy: -7.400 eV
* SMILES: CCOC(=O)c1c(N2C(=O)Nc3cc(Cl)c(Cl)cc3N2O)sc2c1CCCCC2
* Kohn-Sham gap: 8.0128 eV
* energy relative to the best compared isomer or geometry (same formula, charge and spin): 49.2 kcal per mole
* LUMO energy: 0.6 eV

Structure (XYZ):
```
48
Properties=species:S:1:pos:R:3:nbo_charge:R:1
C 3.79 0.79 -0.21 -0.637
C 3.05 1.34 1.05 -0.080
O 1.81 0.69 1.29 -0.471
C 0.75 1.11 0.56 0.818
O 0.73 2.06 -0.23 -0.627
C -0.49 0.40 0.75 -0.197
C -0.83 -0.72 -0.01 -0.001
N -0.01 -1.33 -1.00 -0.336
C 0.29 -2.69 -0.89 0.784
O -0.09 -3.38 0.03 -0.618
N 1.14 -3.30 -1.78 -0.627
C 1.54 -2.61 -2.91 0.187
C 2.38 -3.24 -3.87 -0.263
C 2.83 -2.54 -5.00 -0.041
Cl 4.03 -3.36 -6.07 -0.010
C 2.43 -1.20 -5.18 -0.037
Cl 2.93 -0.24 -6.61 -0.001
C 1.56 -0.62 -4.27 -0.243
C 1.16 -1.30 -3.11 0.091
N 0.51 -0.57 -2.09 0.006
O -0.05 0.69 -2.35 -0.550
S -2.31 -1.46 0.48 0.490
C -2.61 -0.13 1.61 -0.139
C -1.56 0.77 1.70 -0.040
C -1.49 2.07 2.46 -0.439
C -2.87 2.68 2.89 -0.389
C -3.52 1.94 4.02 -0.394
C -3.52 0.40 3.89 -0.396
C -3.85 -0.04 2.47 -0.451
H 3.22 1.00 -1.13 0.221
H 4.81 1.23 -0.32 0.223
H 3.88 -0.28 -0.11 0.214
H 2.92 2.41 0.97 0.196
H 3.73 1.13 1.88 0.197
H 1.15 -4.30 -1.73 0.427
H 2.72 -4.26 -3.70 0.234
H 1.27 0.40 -4.39 0.256
H 0.10 1.35 -1.63 0.511
H -0.91 1.88 3.37 0.214
H -0.99 2.80 1.82 0.229
H -3.55 2.69 2.04 0.199
H -2.77 3.71 3.20 0.215
H -4.59 2.27 4.00 0.201
H -3.07 2.26 4.94 0.204
H -4.28 0.00 4.53 0.214
H -2.54 -0.03 4.21 0.210
H -4.22 -1.07 2.49 0.222
H -4.61 0.58 1.96 0.222
```

Q: Among the records above, which one has the lowest energy relative to the best compared isomer or geometry (same formula, charge and spin)?
A: C8H5Cl2NO4Se2Te2Ti